1.
DFT (ωB97M-V with the def2-TZVPD basis set) results for a cluster of 4 separate species, C6H14Cl4N2O4 in total.

Computed properties:
- DFT total energy (Eh) = -2488.0664
- energy relative to the best compared isomer or geometry (same formula, charge and spin) (kcal/mol) = 0.0
- orbital gap (eV) = 10.85
- structure (SMILES) = C[N+](=O)[O-].C[N+](=O)[O-].ClCCCl.ClCCCl
- HOMO level (Eh) = -0.393

Atoms and positions in Å:
Cl 0.55 -2.04 3.55
Cl 0.92 1.56 -1.84
Cl -0.42 -2.91 0.52
Cl 3.26 -0.80 -1.37
O -0.56 3.03 3.82
O 0.04 2.02 2.01
O -0.29 4.63 -5.08
O -0.01 3.43 -6.85
N -0.27 3.58 -5.67
N -0.56 2.08 3.07
C -0.32 -3.55 3.13
C -1.39 0.92 3.46
C 0.06 -4.05 1.76
C 0.71 0.05 -0.91
C -0.59 2.35 -4.90
C 1.98 -0.35 -0.22
H -1.02 0.05 2.92
H 2.33 0.45 0.41
H -0.46 -4.99 1.57
H -1.37 0.79 4.53
H -1.39 -3.37 3.17
H 1.79 -1.24 0.38
H -1.21 1.73 -5.54
H -0.05 -4.26 3.91
H -1.12 2.64 -4.01
H 1.12 -4.27 1.67
H -0.07 0.24 -0.18
H 0.35 1.84 -4.73
H -2.39 1.11 3.06
H 0.38 -0.70 -1.63


2.
DFT (ωB97M-V with the def2-TZVPD basis set) results for a cluster of 3 separate species, C6H14ClN2O2 in total.

Computed properties:
- DFT total energy (Eh) = -957.3471
- total charge = -1
- energy relative to the best compared isomer or geometry (same formula, charge and spin) (kcal/mol) = 7.4
- orbital gap (eV) = 8.76
- HOMO level (Eh) = -0.194

Atoms and positions in Å:
Cl -1.34 -0.21 -1.02
O -2.41 1.05 4.20
O 3.67 -0.87 -3.10
N -1.41 0.57 2.24
N 1.80 0.02 -2.22
C 2.46 -0.94 -2.87
C -0.51 1.72 2.23
C -3.18 -0.87 3.01
C -2.29 0.33 3.21
C 2.32 1.25 -1.66
C 1.62 -2.07 -3.42
H 0.83 -0.21 -2.02
H 0.54 -1.92 -3.35
H 3.24 1.06 -1.12
H 1.51 1.53 -0.97
H -1.52 0.12 1.34
H 1.72 -2.13 -4.51
H 2.38 2.02 -2.43
H 1.87 -3.07 -3.09
H -0.08 1.85 3.22
H -3.19 -1.54 3.87
H -1.11 2.61 2.04
H -2.89 -1.45 2.13
H -4.19 -0.48 2.89
H 0.16 1.61 1.39


3.
DFT (ωB97M-V with the def2-TZVPD basis set) results for a structure of composition C6H14ClNS.

Computed properties:
- DFT total energy (Eh) = -1150.0085
- energy relative to the best compared isomer or geometry (same formula, charge and spin) (kcal/mol) = 46.6
- orbital gap (eV) = 8.83
- HOMO level (Eh) = -0.300

Atoms and positions in Å:
Cl 3.12 1.00 -0.16
S 1.95 -1.19 1.44
N 0.35 0.47 -0.38
C -1.15 -1.35 0.28
C 2.12 -1.31 -1.24
C -0.72 -0.37 -0.84
C 0.20 1.33 0.75
C -0.91 2.38 0.36
C 2.04 -0.36 -0.15
H 1.46 -0.18 2.24
H -1.92 -2.18 -0.13
H 1.85 -2.32 -1.10
H -0.64 3.18 -0.42
H -1.23 3.01 1.32
H 1.68 -0.84 -2.21
H -0.37 -1.93 0.66
H 3.29 -1.48 -1.42
H -1.72 -0.72 0.97
H -1.62 0.12 -1.25
H 1.16 2.02 0.95
H -1.91 2.07 0.09
H -0.17 0.75 1.62
H -0.51 -1.08 -1.69